Entry 1:
{"formula": "C23H26N6O2PtS2", "method": "the ωB97M-V functional and the def2-TZVPD basis", "species": ["Pt", "S", "S", "O", "O", "N", "N", "N", "N", "N", "N", "C", "C", "C", "C", "C", "C", "C", "C", "C", "C", "C", "C", "C", "C", "C", "C", "C", "C", "C", "C", "C", "C", "C", "H", "H", "H", "H", "H", "H", "H", "H", "H", "H", "H", "H", "H", "H", "H", "H", "H", "H", "H", "H", "H", "H", "H", "H", "H", "H"], "coordinates": [[-0.05231, -0.29619, 0.28562], [-1.87006, 0.76024, -1.07791], [-1.50646, -2.23602, 0.10147], [1.86163, -0.96352, -0.65112], [-1.46221, 0.31612, 2.10735], [-0.76894, -3.62859, 2.25625], [0.84748, 1.98873, -1.52296], [-3.02606, -3.11241, 2.04256], [-2.36101, 3.33286, -1.33101], [1.38536, 1.41478, 0.69719], [-0.15487, 2.86673, -1.36753], [1.87587, 2.12416, -0.46229], [3.58268, -0.72520, -4.31281], [-3.64312, -4.86213, 5.28323], [-3.62578, -3.83791, 3.11292], [2.14838, 3.17667, 2.11160], [3.63307, -1.50409, -2.04251], [0.92558, 1.16269, -2.52203], [-2.97253, -4.14623, 4.30179], [-1.38950, 2.42485, -1.28404], [1.22714, 1.01304, 3.06121], [-0.06290, 1.48774, 3.74369], [-1.77585, -3.04729, 1.61201], [1.97273, 0.19150, -2.75175], [-1.21569, 1.57310, 2.75246], [2.49984, 0.10374, -4.03089], [1.61822, 1.87990, 1.89810], [2.19299, 3.56837, -0.24538], [2.35423, 4.03326, 1.01626], [-4.95628, -4.20848, 2.93566], [2.45769, -0.73300, -1.73527], [-4.95633, -5.25926, 5.09542], [-5.61517, -4.91923, 3.92132], [4.16341, -1.50767, -3.29862], [-3.68919, -2.70504, 1.39817], [0.08024, 2.46392, 4.21164], [2.62869, 5.06710, 1.17667], [5.01807, -2.12961, -3.52757], [0.16267, 1.29821, -3.28032], [2.34269, 4.19096, -1.11664], [2.09102, 0.74062, -4.80613], [-2.13800, 4.29450, -1.53832], [2.77789, 1.61954, -0.83452], [-5.47362, -3.94867, 2.01879], [3.98935, -0.75469, -5.31445], [-1.75821, -0.32543, 2.76471], [2.04902, 1.00186, 3.78032], [-6.64507, -5.21272, 3.77169], [0.12316, -3.65434, 1.79394], [-5.47127, -5.81612, 5.86579], [2.33365, 3.52009, 3.11959], [1.09401, -0.00494, 2.69159], [-0.31210, 0.78253, 4.53952], [-3.32352, 3.05927, -1.24178], [-2.12129, 1.92838, 3.24732], [4.03270, -2.13112, -1.25626], [-1.97355, -3.78946, 4.51158], [-3.13141, -5.09741, 6.20660], [-0.94021, -4.32358, 2.96740], [-0.98027, 2.26725, 1.94424]], "lowdin_charge": [0.79, 0.63, 0.60, -0.08, -0.22, 0.15, -0.11, 0.07, 0.12, 0.04, 0.06, -0.25, 0.02, -0.06, -0.22, 0.05, 0.06, 0.02, -0.04, -0.81, -0.13, -0.14, -0.78, -0.09, -0.22, 0.02, -0.27, 0.03, -0.03, -0.01, -0.32, -0.05, -0.05, -0.02, 0.13, 0.13, 0.13, 0.13, 0.16, 0.13, 0.14, 0.13, 0.17, 0.12, 0.13, 0.10, 0.14, 0.12, 0.11, 0.12, 0.13, 0.09, 0.13, 0.11, 0.13, 0.14, 0.10, 0.12, 0.10, 0.11], "s_squared": 6.087, "homo_lumo_gap_ev": [6.8245, 5.1910], "total_charge": 2, "multiplicity": 5, "e_homo_ev": [-12.89, -13.57]}


Entry 2:
{"formula": "C23H26NO2", "method": "the ωB97M-V functional and the def2-TZVPD basis", "species": ["O", "O", "N", "C", "C", "C", "C", "C", "C", "C", "C", "C", "C", "C", "C", "C", "C", "C", "C", "C", "C", "C", "C", "C", "C", "C", "H", "H", "H", "H", "H", "H", "H", "H", "H", "H", "H", "H", "H", "H", "H", "H", "H", "H", "H", "H", "H", "H", "H", "H", "H", "H"], "coordinates": [[2.11166, 0.11720, 2.13188], [-2.09824, 1.60822, -2.28380], [-1.91775, -0.85431, -1.53954], [0.25932, -0.69887, 0.99962], [1.68342, -2.83793, -0.00774], [-4.89223, 1.56479, 1.66979], [-1.82072, -1.43477, -0.17028], [3.46650, 0.03640, 2.54789], [2.32152, -1.91977, 0.80644], [6.31155, 0.56815, -0.61589], [-4.72744, 1.28995, 0.32432], [0.34420, -2.70062, -0.32489], [-2.41131, 1.89962, 0.48720], [-0.37196, -1.62411, 0.18877], [5.08445, 1.20621, -0.67236], [-2.58003, 2.17662, 1.83377], [4.46323, 0.21573, 1.42844], [-3.46460, -0.75294, -3.45039], [-3.27328, -0.40510, -1.98266], [-3.48362, 1.45231, -0.27463], [1.61198, -0.83722, 1.32525], [-3.81861, 2.00635, 2.42693], [-3.31745, 1.12495, -1.74691], [5.69528, -0.42337, 1.47990], [6.61672, -0.24376, 0.46364], [4.16557, 1.03454, 0.34757], [7.57352, -0.74046, 0.51415], [-4.02819, -0.90148, -1.36841], [-0.14251, -3.43684, -0.94731], [3.21067, 1.53938, 0.31108], [-2.09874, 2.57060, -2.26427], [-2.30265, -0.75038, 0.52873], [-2.35457, -2.38756, -0.16865], [-4.46132, -0.46695, -3.77364], [-1.44214, 2.04330, 0.02961], [-3.35874, -1.82310, -3.61404], [4.84450, 1.84523, -1.50907], [-5.86157, 1.44116, 2.12613], [-1.33277, 0.00160, -1.60913], [-3.95016, 2.22490, 3.47468], [-4.17150, 1.53080, -2.30471], [2.24241, -3.67396, -0.39752], [-5.56778, 0.95861, -0.26807], [3.56932, 0.85510, 3.26833], [3.64437, -0.90905, 3.07580], [7.03006, 0.70556, -1.40924], [-0.28254, 0.13390, 1.41965], [-1.53450, -1.53048, -2.20811], [3.36725, -2.05057, 1.02892], [5.93478, -1.05829, 2.32105], [-2.74310, -0.21829, -4.06379], [-1.74228, 2.52898, 2.41550]], "lowdin_charge": [-0.03, -0.02, 0.10, 0.05, -0.05, -0.06, -0.07, -0.13, 0.02, -0.08, -0.03, -0.05, -0.06, -0.22, -0.07, -0.06, -0.23, -0.02, -0.26, -0.20, -0.25, -0.06, -0.28, -0.05, -0.07, -0.03, 0.11, 0.16, 0.11, 0.12, 0.13, 0.13, 0.15, 0.10, 0.12, 0.09, 0.10, 0.11, 0.17, 0.11, 0.17, 0.12, 0.12, 0.14, 0.14, 0.11, 0.12, 0.18, 0.11, 0.12, 0.10, 0.11], "homo_lumo_gap_ev": 8.9896, "total_charge": 1, "e_homo_ev": -11.31}


Entry 3:
{"formula": "C23H26O5S5Ta", "method": "the ωB97M-V functional and the def2-TZVPD basis", "species": ["Ta", "S", "S", "S", "S", "S", "O", "O", "O", "O", "O", "C", "C", "C", "C", "C", "C", "C", "C", "C", "C", "C", "C", "C", "C", "C", "C", "C", "C", "C", "C", "C", "C", "C", "H", "H", "H", "H", "H", "H", "H", "H", "H", "H", "H", "H", "H", "H", "H", "H", "H", "H", "H", "H", "H", "H", "H", "H", "H", "H"], "coordinates": [[-0.36921, -0.07934, 0.48305], [-0.57354, 0.44498, 2.78192], [0.40247, -3.51225, 4.10683], [-0.08517, -0.95797, 5.42292], [0.52935, -3.34944, 7.06267], [-0.06152, -2.37575, 1.35033], [1.95917, -0.14629, 0.92181], [0.21504, 1.73450, 0.13312], [0.78564, 0.55361, -2.87639], [0.37586, -0.92156, -1.19545], [1.02953, 3.36609, -1.18938], [2.51224, 1.58421, -0.53045], [-3.42864, -1.25743, 1.57289], [-2.70001, -1.67941, -0.79657], [4.12209, 0.67922, 1.19858], [-2.29470, 0.14988, -2.35263], [1.19672, 2.33987, -0.61673], [-2.31134, 1.06982, -1.29120], [-3.09232, 1.68685, 1.02680], [0.30437, -2.64869, 5.62595], [2.69524, 1.12396, 0.93508], [-2.85471, -3.14465, -0.50912], [-0.19683, -0.99108, 3.68204], [-2.47685, -2.18218, -3.25583], [1.14126, -0.05554, -1.90877], [-2.49937, -1.21392, -2.10509], [-2.86440, -0.75521, 0.26410], [-2.09193, 2.53045, -1.56560], [2.51059, 0.19351, -1.27957], [0.02294, -2.16592, 3.07018], [4.18675, -0.65679, 0.41896], [2.77243, -0.78342, -0.12613], [-2.67184, 0.63196, 0.01347], [-2.08795, 0.62885, -3.76498], [-3.87740, -3.37454, -0.20281], [-2.29028, 2.38123, 1.27636], [4.91735, -0.64547, -0.38838], [-3.18860, -2.99092, -3.11453], [2.25323, 1.78160, 1.67767], [3.25614, 0.16556, -2.07048], [-3.45128, 1.24831, 1.95016], [-3.03372, 0.58247, -4.31097], [-2.19689, -3.44036, 0.31045], [3.30392, 2.24184, -0.87561], [-3.90205, 2.27586, 0.59300], [-3.06721, -2.25570, 1.80128], [-2.92805, 2.92799, -2.14651], [-2.71219, -1.69416, -4.19468], [-1.18753, 2.68397, -2.14959], [-2.60609, -3.76095, -1.36502], [-1.72611, 1.64921, -3.80063], [-1.35905, 0.01262, -4.28520], [2.41682, -1.79492, -0.28466], [4.41879, -1.49182, 1.07569], [-1.47957, -2.62330, -3.35176], [4.28364, 0.52571, 2.26323], [4.83600, 1.42113, 0.84616], [-1.99554, 3.11825, -0.66117], [-3.18017, -0.62093, 2.41483], [-4.51818, -1.30748, 1.49114]], "lowdin_charge": [1.59, 0.70, 0.93, 0.93, 0.63, 0.69, -0.24, -0.23, 0.17, -0.21, 0.19, -0.06, -0.04, -0.20, -0.07, -0.16, -0.48, -0.20, -0.05, -1.49, -0.22, -0.03, -1.08, -0.01, -0.51, -0.15, -0.30, -0.02, -0.07, -1.08, -0.07, -0.23, -0.32, -0.02, 0.11, 0.07, 0.13, 0.09, 0.16, 0.17, 0.07, 0.11, 0.03, 0.17, 0.11, 0.07, 0.12, 0.08, 0.08, 0.08, 0.08, 0.09, 0.15, 0.13, 0.11, 0.13, 0.13, 0.08, 0.05, 0.12], "homo_lumo_gap_ev": 5.7910, "total_charge": 1, "e_homo_ev": -10.44}


Entry 4:
{"formula": "C23H27AuIN5Sb2Se2", "method": "the ωB97M-V functional and the def2-TZVPD basis", "species": ["Au", "I", "Sb", "Sb", "Se", "Se", "N", "N", "N", "N", "N", "C", "C", "C", "C", "C", "C", "C", "C", "C", "C", "C", "C", "C", "C", "C", "C", "C", "C", "C", "C", "C", "C", "C", "H", "H", "H", "H", "H", "H", "H", "H", "H", "H", "H", "H", "H", "H", "H", "H", "H", "H", "H", "H", "H", "H", "H", "H", "H", "H", "H"], "coordinates": [[0.38015, -1.58315, 0.18584], [3.21752, -5.59632, 3.79644], [-0.07582, 1.18972, -1.00642], [-0.54758, 1.39325, 2.71622], [0.34233, -2.28672, 4.77662], [4.41248, -2.14498, -2.47618], [2.96020, -1.87642, -1.49863], [3.52931, -2.54663, -3.94420], [1.15482, -3.75145, 0.53372], [0.63916, -1.98032, -1.86262], [0.01226, -1.09015, 2.13199], [-1.57026, 1.55638, -2.47481], [1.73071, -4.03481, 1.70192], [2.38572, -5.23722, 1.93583], [-0.93209, 3.97555, 0.02126], [-1.77619, 4.54631, -0.93178], [0.15533, -1.61221, 3.20007], [1.86027, -5.86620, -0.30092], [-0.40326, 3.61881, 2.45019], [-2.54333, 4.60059, 1.71741], [-0.32078, -2.22610, -2.72176], [-0.10105, -2.59528, -4.07527], [1.56024, 1.10326, -2.37085], [-0.50537, 1.24622, 4.82886], [1.21220, -4.65701, -0.44946], [1.16685, -2.71881, -4.55253], [1.94217, -2.09657, -2.30094], [2.46247, -6.16597, 0.91107], [2.23915, -2.46724, -3.65019], [0.30555, 3.27314, -0.42481], [-1.30218, 4.05099, 1.37475], [-2.61680, 1.07998, 2.39329], [-2.98277, 5.12145, -0.57531], [-3.38077, 5.13169, 0.75661], [-2.83348, 0.01995, 2.50055], [1.68205, -3.28940, 2.47815], [-1.33480, -2.13585, -2.35015], [-2.49346, 1.89768, -2.01475], [1.62006, 2.06104, -2.88386], [0.67779, 3.68025, -1.36483], [-3.61376, 5.56350, -1.33339], [-1.10702, 2.07362, 5.20591], [-0.96146, -2.78013, -4.70150], [1.11056, 3.25653, 0.30384], [-1.47285, 4.54789, -1.97137], [-0.95047, 0.30535, 5.14125], [-2.82382, 4.64914, 2.76240], [0.50874, 1.31625, 5.21165], [1.37524, -2.99607, -5.57643], [2.49457, 0.90373, -1.85457], [0.65554, 3.80737, 2.31217], [0.69482, -4.42230, -1.36736], [-1.18102, 2.31887, -3.14735], [-3.15638, 1.64290, 3.15421], [-4.32307, 5.57706, 1.04097], [-0.72864, 3.93151, 3.44126], [2.97413, -7.10736, 1.05506], [1.37399, 0.32582, -3.10797], [-1.76428, 0.64324, -3.03439], [1.88337, -6.56901, -1.12110], [-2.91699, 1.42464, 1.40617]], "lowdin_charge": [0.88, 0.98, 1.34, 1.47, 0.80, 1.25, -0.23, -0.19, -0.03, -0.10, -0.27, -0.29, -0.21, -0.71, -0.29, -0.05, -0.98, -0.02, -0.24, -0.03, -0.12, -0.01, -0.30, -0.29, -0.13, 0.05, -0.54, -0.09, -0.38, -0.28, -0.31, -0.27, -0.04, -0.05, 0.02, 0.02, 0.13, 0.01, 0.03, 0.07, 0.12, 0.03, 0.12, 0.06, 0.12, -0.02, 0.12, 0.02, 0.14, 0.01, 0.06, 0.10, 0.03, 0.03, 0.12, 0.07, 0.11, 0.00, 0.00, 0.12, 0.01], "s_squared": 2.024, "homo_lumo_gap_ev": [5.9797, 5.7649], "total_charge": 2, "multiplicity": 3, "e_homo_ev": [-12.95, -13.59]}


For each record above, in turn, the calculated relative energy (zero: lowest compared OMol25 entry of this formula, charge and spin) values are 34.83, 43.08, 16.91, 6.83 kJ/mol.
For each record above, in turn, the calculated DFT total energy values are -2286.13236, -1097.05490, -3316.11852, -6882.49968 hartree.
For each record above, in turn, the calculated maximum force values are 0.0206, 0.0154, 0.0219, 0.0110 Eh/bohr.